# 1
A single C3H6N2O2 molecule, computed with wB97M-V/def2-TZVPD.

Calculated values
E_LUMO   0.0293 Eh
Energy above the lowest of the compared OMol25 structures with the same formula, charge and spin   70.0 kcal per mole
Frontier orbital gap   10.2130 eV

Each line ends with the Löwdin charge.
CARTESIAN COORDINATES (ANGSTROEM)
1 N 1.499 0.850 -0.344  0.112
2 C 0.386 0.107 0.155  -0.465
3 O 0.837 -0.625 1.264  0.028
4 C -0.871 0.949 0.361  -0.107
5 O -1.742 -0.092 -0.063  -0.002
6 C -0.749 -0.868 -0.600  -0.321
7 N -1.086 -1.921 -1.201  0.166
8 H 2.335 0.696 0.211  0.091
9 H 1.316 1.846 -0.413  0.081
10 H -0.904 1.772 -0.363  0.126
11 H -1.081 1.298 1.372  0.133
12 H 0.432 -1.499 1.222  0.104
13 H -0.372 -2.515 -1.600  0.054


# 2
A single C3H6N2O2 molecule, computed with wB97M-V/def2-TZVPD.

Calculated values
E_LUMO   0.0244 Eh
Energy above the lowest of the compared OMol25 structures with the same formula, charge and spin   79.4 kcal per mole
Frontier orbital gap   9.4487 eV

Each line ends with the Löwdin charge.
CARTESIAN COORDINATES (ANGSTROEM)
1 N -0.108 0.989 -1.284  0.163
2 C 0.919 0.114 -1.177  -0.520
3 O 1.676 -0.156 -2.090  0.058
4 C 1.157 -0.466 0.230  -0.074
5 O 0.201 -1.484 0.644  -0.094
6 C -1.042 -1.331 1.009  -0.132
7 N -1.441 0.024 1.127  0.003
8 H -0.297 1.394 -2.188  0.114
9 H -0.760 1.106 -0.517  0.064
10 H 1.227 0.331 0.975  0.121
11 H 2.094 -1.015 0.171  0.128
12 H -2.450 -0.022 1.123  0.069
13 H -1.176 0.517 1.978  0.101


# 3
A single C3H6N2O2 molecule in a non-equilibrium geometry, computed with wB97M-V/def2-TZVPD.

Calculated values
E_LUMO   0.0337 Eh
Energy above the lowest of the compared OMol25 structures with the same formula, charge and spin   152.9 kcal per mole
Frontier orbital gap   10.1098 eV

Each line ends with the Löwdin charge.
CARTESIAN COORDINATES (ANGSTROEM)
1 C -1.550 0.370 -1.445  0.034
2 C -0.547 0.941 -0.843  -0.204
3 C 0.823 0.342 -0.706  -0.012
4 N 0.766 -1.465 0.913  -0.032
5 N 0.703 -0.173 0.890  -0.287
6 O 0.452 0.504 1.915  -0.067
7 O 0.597 -1.951 2.079  0.018
8 H -2.556 0.717 -1.526  0.059
9 H -1.333 -0.568 -1.897  0.059
10 H -0.603 1.716 -0.167  0.073
11 H 1.495 1.269 -0.612  0.135
12 H 1.151 -0.568 -1.254  0.119
13 H 0.602 -1.133 2.654  0.104


# 4
A single C3H6N2O2 molecule, computed with wB97M-V/def2-TZVPD.

Calculated values
E_LUMO   0.0311 Eh
Energy above the lowest of the compared OMol25 structures with the same formula, charge and spin   52.4 kcal per mole
Frontier orbital gap   10.4698 eV

Each line ends with the Löwdin charge.
CARTESIAN COORDINATES (ANGSTROEM)
1 N -0.432 -0.131 -1.749  0.131
2 C 0.230 0.141 -0.526  -0.581
3 O 1.445 0.819 -0.718  0.010
4 C 0.482 1.407 0.171  -0.047
5 O -0.847 -0.087 2.145  0.020
6 C -0.363 -1.035 1.563  -0.331
7 N 0.200 -1.016 0.316  0.118
8 H -0.181 0.483 -2.508  0.091
9 H -1.419 -0.323 -1.676  0.089
10 H 0.008 2.337 -0.134  0.120
11 H 0.772 1.348 1.216  0.108
12 H -0.324 -2.043 2.014  0.131
13 H 0.429 -1.902 -0.114  0.142


# 5
A molecular structure, C3H6N2O2, computed with wB97M-V/def2-TZVPD.

Calculated values
E_LUMO (spin up / spin down)   -0.0345 / -0.0267 Eh
Energy above the lowest of the compared OMol25 structures with the same formula, charge and spin   152.6 kcal per mole
Frontier orbital gap (spin up / spin down)   7.8246 / 7.9284 eV

Each line ends with the Löwdin charge.
CARTESIAN COORDINATES (ANGSTROEM)
1 C -0.780 -0.961 -1.093  -0.220
2 C 0.384 0.635 -0.832  -0.504
3 N 1.595 0.296 -0.308  0.138
4 C -0.676 0.420 1.952  -0.055
5 O -1.740 -0.874 -0.245  -0.091
6 N -0.931 0.582 0.738  0.085
7 O 0.168 1.543 -1.575  0.080
8 H 1.709 -0.589 0.155  0.095
9 H 2.414 0.725 -0.713  0.111
10 H -0.027 -1.747 -0.929  0.090
11 H -0.993 -0.713 -2.137  0.101
12 H -1.386 -0.095 2.602  0.089
13 H 0.262 0.780 2.383  0.083


# 6
A single C3H6N2O2 molecule in a non-equilibrium geometry, computed with wB97M-V/def2-TZVPD.

Calculated values
E_LUMO (spin up / spin down)   0.0249 / -0.1032 Eh
<S²>   2.010
Spin multiplicity   3
Energy above the lowest of the compared OMol25 structures with the same formula, charge and spin   121.9 kcal per mole
Frontier orbital gap (spin up / spin down)   6.3145 / 7.7990 eV

Each line ends with the Mulliken spin population.
CARTESIAN COORDINATES (ANGSTROEM)
1 C -0.613 -1.703 -0.998  0.875
2 C 0.362 -0.944 -0.468  0.615
3 C -0.948 1.000 0.429  -0.001
4 N 0.307 0.304 0.266  0.123
5 N 1.451 0.903 0.568  0.054
6 O 2.485 0.332 0.324  0.080
7 O 1.346 1.850 1.267  0.165
8 H -0.258 -2.705 -1.476  0.012
9 H -1.670 -1.712 -0.803  0.034
10 H 1.327 -1.144 -0.676  0.036
11 H -0.973 1.955 -0.149  0.002
12 H -1.780 0.455 0.112  0.001
13 H -1.036 1.410 1.604  0.005


# 7
A single C3H6N2O2S molecule in a non-equilibrium geometry, computed with wB97M-V/def2-TZVPD.

Calculated values
E_LUMO   0.0062 Eh
Energy above the lowest of the compared OMol25 structures with the same formula, charge and spin   81.8 kcal per mole
Frontier orbital gap   9.5416 eV

Each line ends with the Löwdin charge.
CARTESIAN COORDINATES (ANGSTROEM)
1 C 0.999 0.067 -0.107  -0.410
2 C 0.115 1.219 0.364  -0.112
3 C -2.121 0.514 0.921  -0.690
4 H 1.104 -2.724 -0.701  0.100
5 H -0.498 -0.838 -1.238  0.104
6 H 2.730 -0.605 -0.417  0.055
7 H -0.403 1.689 -0.442  0.086
8 H 0.706 1.893 0.903  0.111
9 H -2.664 0.291 1.820  0.073
10 N 0.295 -1.037 -0.589  -0.023
11 N 2.247 0.186 0.015  0.158
12 O 1.127 -1.943 -1.251  -0.041
13 O -0.890 0.802 1.304  -0.108
14 S -2.746 0.486 -0.582  0.698


# 8
A single C3H6N2O2S molecule in a non-equilibrium geometry, computed with wB97M-V/def2-TZVPD.

Calculated values
E_LUMO (spin up / spin down)   -0.0292 / -0.0514 Eh
Energy above the lowest of the compared OMol25 structures with the same formula, charge and spin   189.6 kcal per mole
Frontier orbital gap (spin up / spin down)   9.4543 / 6.6594 eV

Each line ends with the Löwdin charge.
CARTESIAN COORDINATES (ANGSTROEM)
1 C -1.283 1.047 1.442  -0.476
2 C -0.211 0.726 0.420  -0.450
3 C 0.295 -1.094 -1.727  -0.288
4 N -1.329 0.425 2.700  0.175
5 N -1.106 2.525 1.782  -0.375
6 O -1.963 3.025 2.470  0.084
7 O -0.097 3.104 1.355  0.047
8 S -0.639 0.435 -1.168  0.918
9 H -2.364 0.959 1.047  0.159
10 H 0.761 0.489 0.972  0.112
11 H -0.569 -1.629 -1.996  0.003
12 H 0.735 -1.459 -0.824  0.029
13 H 1.009 -1.052 -2.489  0.021
14 H -0.510 0.433 3.267  0.043


Question: Which value of energy above the lowest of the compared OMol25 structures with the same formula, charge and spin does entry 8 give?
Answer: 189.6 kcal per mole


What did the third record say?
A single C3H6N2O2 molecule in a non-equilibrium geometry, computed with wB97M-V/def2-TZVPD.

Calculated values
E_LUMO   0.0337 Eh
Energy above the lowest of the compared OMol25 structures with the same formula, charge and spin   152.9 kcal per mole
Frontier orbital gap   10.1098 eV

Each line ends with the Löwdin charge.
CARTESIAN COORDINATES (ANGSTROEM)
1 C -1.550 0.370 -1.445  0.034
2 C -0.547 0.941 -0.843  -0.204
3 C 0.823 0.342 -0.706  -0.012
4 N 0.766 -1.465 0.913  -0.032
5 N 0.703 -0.173 0.890  -0.287
6 O 0.452 0.504 1.915  -0.067
7 O 0.597 -1.951 2.079  0.018
8 H -2.556 0.717 -1.526  0.059
9 H -1.333 -0.568 -1.897  0.059
10 H -0.603 1.716 -0.167  0.073
11 H 1.495 1.269 -0.612  0.135
12 H 1.151 -0.568 -1.254  0.119
13 H 0.602 -1.133 2.654  0.104


Question: Which of these has the lowest energy above the lowest of the compared OMol25 structures with the same formula, charge and spin?
Answer: number 4


Question: What is the energy above the lowest of the compared OMol25 structures with the same formula, charge and spin in the eighth record?
Answer: 189.6 kcal per mole